# 1
{"formula": "C3H4N2O", "method": "wB97M-V/def2-TZVPD", "symbols": ["N", "C", "C", "O", "N", "C", "H", "H", "H", "H"], "xyz": [[-0.35128, 0.51429, 1.47703], [-0.04594, 0.05029, 0.18323], [0.52110, 0.77472, -0.93452], [0.74919, 0.27993, -2.03259], [-0.13662, -2.00654, -1.23803], [-0.22946, -1.22790, -0.29139], [0.43760, 0.91456, 1.96721], [-1.12536, 1.16297, 1.50570], [0.75130, 1.83764, -0.72194], [-0.57052, -2.29997, 0.08530]], "lowdin_charge": [0.04, -0.32, -0.26, 0.00, 0.29, -0.24, 0.08, 0.08, 0.13, 0.21], "relative_energy_kcal_mol": 109.8, "energy_ha": -301.3122, "gap_ev": 7.87}

# 2
{"formula": "C3H4N2O", "method": "wB97M-V/def2-TZVPD", "symbols": ["C", "C", "C", "N", "N", "O", "H", "H", "H", "H"], "xyz": [[-1.00319, -2.98103, 0.19860], [0.54516, 0.02621, 0.92260], [0.30502, 0.86314, -0.33299], [-1.37731, -3.84346, -0.46596], [0.03974, 2.23250, -0.23414], [1.59433, 0.42347, 0.29465], [-1.03591, -2.42532, 1.07050], [0.21206, 0.22453, -1.31222], [0.20596, 2.58259, 0.70349], [0.51414, 2.89736, -0.84453]], "lowdin_charge": [-0.09, 0.02, -0.37, 0.06, 0.05, -0.02, 0.02, 0.16, 0.08, 0.09], "relative_energy_kcal_mol": 117.1, "energy_ha": -301.3006, "gap_ev": 9.69}

Asked for HOMO energy across the records above, the calculation gives -8.71 -9.43 eV in order.